C4H11NO2 | ωB97M-V/def2-TZVPD

The geometry in XYZ format:
```
18
Properties=species:S:1:pos:R:3:forces:R:3
C -0.227 2.042 1.481 -0.97 0.11 0.37
C 0.429 0.986 0.606 0.09 -0.98 0.62
C -0.358 0.767 -0.677 -0.35 0.74 -0.40
C 0.567 0.021 -1.722 1.02 -0.13 -0.39
N 0.879 -1.303 -1.333 -0.79 -0.12 0.36
O 1.115 0.617 -2.572 -0.21 0.49 -0.33
H -1.315 2.126 1.347 0.17 -0.05 -0.60
H 0.195 3.028 1.317 0.07 0.03 0.18
H -0.231 1.756 2.534 0.76 0.15 0.03
H 1.496 1.187 0.474 -0.17 0.50 -0.55
H 0.491 0.031 1.135 -0.40 -0.12 0.15
H -1.326 0.272 -0.585 0.24 -0.41 0.32
H -0.578 1.693 -1.213 0.23 0.05 0.06
H 0.110 -1.933 -1.054 0.30 -0.13 0.18
H 1.666 -1.322 -0.686 0.19 -0.33 -0.03
H -0.802 -4.013 0.643 0.26 0.03 -0.41
H -1.369 -2.644 0.329 0.24 -0.64 -0.24
O -0.743 -3.310 -0.026 -0.67 0.81 0.67
```
Forces are in eV/Å.

The HOMO energy (alpha / beta) comes out at -16.07 / -15.77 eV. The calculation puts the orbital gap (alpha / beta) at 11.850 / 6.659 eV. The calculation puts the energy relative to the best compared isomer or geometry (same formula, charge and spin) at 27.7 kcal per mole. The calculation puts the strongest force on any atom at 1.25 eV/Å. For the LUMO energy (alpha / beta), the calculation gives -0.155 / -0.335 Ha. Its multiplicity is 2. Its net charge is +1. The energy comes out at -363.8843 hartree.

---

C5H8N4 | ωB97M-V/def2-TZVPD

The geometry in XYZ format:
```
17
Properties=species:S:1:pos:R:3:forces:R:3
C 0.416 -2.255 -1.702 -1.01 1.04 -0.21
N -0.667 -2.430 -0.581 1.04 2.27 2.20
N -0.789 -1.580 0.417 0.78 -1.64 -3.44
C -0.249 -0.229 0.468 -0.85 -0.60 -0.53
C -0.503 0.534 1.555 0.33 1.28 -2.13
N -0.312 1.909 1.323 0.36 -0.77 -0.29
N 0.154 2.108 -0.056 -0.18 -1.43 1.73
C 1.412 1.318 -0.286 2.75 2.61 0.48
C 0.216 0.714 -0.640 -3.89 -2.42 -1.71
H -0.203 -2.210 -2.827 1.97 0.02 3.41
H 0.940 -1.191 -1.390 -0.54 -3.21 -1.55
H 1.091 -3.273 -1.696 -1.64 2.88 0.12
H -0.918 0.338 2.486 -0.59 -0.99 1.43
H -1.171 2.411 1.557 0.51 0.23 -0.49
H 2.097 0.916 0.476 -0.82 0.27 0.01
H 1.906 1.933 -0.992 0.90 0.04 -0.88
H -0.196 0.531 -1.708 0.88 0.43 1.86
```
Forces are in eV/Å.

The HOMO energy comes out at -8.33 eV. The calculation puts the orbital gap at 8.536 eV. The calculation puts the energy relative to the best compared isomer or geometry (same formula, charge and spin) at 138.2 kcal per mole. As for the SMILES: C/N=N\C1=CNN2C[C@@H]12. The calculation puts the strongest force on any atom at 4.89 eV/Å. For the LUMO energy, the calculation gives 0.007 Ha. Its multiplicity is 1. Its net charge is 0. The energy comes out at -414.1119 hartree.

---

C39H77BNO13 | ωB97M-V/def2-TZVPD

The geometry in XYZ format:
```
131
Properties=species:S:1:pos:R:3:forces:R:3
C 5.689 -1.818 -0.061 0.08 -0.12 -0.57
C 5.805 -1.878 -1.428 -0.46 0.07 1.01
C 4.999 -0.955 -2.356 2.74 0.19 0.68
C 5.168 0.477 -1.765 -1.06 0.07 -1.13
C 5.191 1.625 -2.773 0.56 1.52 0.66
C 5.720 2.915 -2.070 -0.37 -1.04 -0.54
C 4.856 3.365 -0.891 0.74 1.46 -0.11
C 3.741 4.383 -1.286 -0.08 -1.19 1.29
C 2.332 3.774 -1.024 0.08 0.85 -1.19
C 1.593 3.448 -2.357 -0.48 0.21 1.22
C 0.290 4.275 -2.458 0.58 -0.84 -0.96
C -0.280 4.183 -3.898 0.11 -0.45 0.85
C -1.311 3.039 -4.032 -0.06 1.31 -0.33
C -2.267 3.281 -5.226 0.37 -0.65 0.65
C 5.622 -1.098 -3.780 0.91 0.02 -1.75
O 6.697 -1.759 -3.898 -0.73 0.37 0.76
O 5.042 -0.520 -4.736 -0.35 -0.20 0.77
N 3.614 -1.420 -2.245 -0.48 0.53 -0.41
C 2.678 -0.594 -3.006 -1.05 -0.11 -0.23
C 1.189 -0.769 -2.578 0.17 0.48 -0.56
C 0.319 -1.423 -3.669 -0.52 -0.20 0.13
C -0.799 -2.316 -3.091 0.55 1.03 0.17
C -1.945 -1.449 -2.524 0.62 -0.66 -0.43
O -1.807 -1.326 -1.115 -0.46 -0.44 -0.18
C -3.021 -1.415 -0.412 -0.25 0.63 0.73
C -3.651 -0.048 -0.117 0.03 -0.11 0.35
C 3.459 -2.833 -2.631 -0.43 -0.74 0.41
B 2.982 -3.738 -1.420 0.54 0.08 -0.22
O 3.550 -5.015 -1.267 -0.25 0.29 -0.05
O 2.059 -3.323 -0.487 0.39 -0.33 0.67
H 5.948 -0.943 0.531 -1.71 0.40 -0.21
H 5.270 -2.701 0.432 1.80 -0.49 0.54
H 6.468 -2.638 -1.842 -1.47 -0.92 -0.56
H 4.292 0.616 -1.125 0.17 0.02 0.25
H 6.060 0.562 -1.145 0.06 -0.24 -0.02
H 5.855 1.470 -3.621 -0.17 -0.45 -0.05
H 4.209 1.903 -3.164 -0.05 -0.44 -0.16
H 5.747 3.696 -2.838 0.05 0.17 0.18
H 6.761 2.716 -1.799 -0.05 0.10 0.30
H 5.520 3.902 -0.203 -0.01 -0.15 0.11
H 4.427 2.554 -0.311 0.11 -0.20 -0.16
H 3.891 4.708 -2.314 -0.25 0.01 -0.06
H 3.842 5.254 -0.635 0.09 0.11 -0.16
H 1.752 4.535 -0.493 -0.18 -0.12 0.01
H 2.373 2.912 -0.361 0.20 -0.07 -0.07
H 1.320 2.389 -2.358 0.06 0.01 -0.27
H 2.228 3.639 -3.220 0.12 0.00 0.02
H -0.394 3.810 -1.745 -0.24 0.40 0.07
H 0.475 5.312 -2.173 0.04 0.00 0.04
H 0.559 3.953 -4.558 -0.05 0.30 -0.19
H -0.683 5.157 -4.185 -0.25 -0.14 -0.11
H -0.760 2.107 -4.144 -0.21 -0.19 0.10
H -1.887 3.005 -3.106 -0.04 -0.19 -0.01
H -3.259 2.923 -4.951 -0.03 -0.13 -0.32
H -2.338 4.339 -5.470 0.05 0.03 -0.06
H -1.888 2.719 -6.078 -0.28 0.16 -0.26
H 2.894 0.468 -2.945 0.45 -0.14 0.25
H 2.715 -0.842 -4.073 0.31 0.12 -0.02
H 1.083 -1.260 -1.612 0.08 -0.19 -0.08
H 0.778 0.239 -2.450 0.02 -0.04 0.29
H 0.919 -1.956 -4.410 0.14 -0.19 0.21
H -0.191 -0.640 -4.242 0.18 0.05 -0.12
H -1.173 -2.994 -3.859 -0.04 -0.10 0.11
H -0.359 -2.853 -2.248 -0.24 -0.44 -0.14
H -2.883 -1.937 -2.816 -0.20 0.13 0.44
H -1.939 -0.465 -2.984 0.02 0.07 -0.01
H -3.767 -2.051 -0.902 0.24 -0.09 -0.27
H -2.803 -1.877 0.556 0.07 -0.17 -0.11
H -4.697 -0.189 0.167 -0.06 0.08 -0.16
H -3.565 0.641 -0.956 -0.13 -0.12 -0.13
H -3.169 0.414 0.748 0.15 0.04 -0.11
H 4.356 -3.306 -3.039 0.13 0.42 -0.15
H 2.689 -2.949 -3.409 0.11 0.15 -0.12
H 4.235 -4.905 -0.598 -0.02 -0.37 0.07
H 2.333 -2.493 -0.080 -0.30 0.40 -0.50
O -6.544 -2.038 1.445 -0.33 0.25 -0.01
C -6.259 -1.753 2.577 0.71 -0.25 -0.09
O -6.900 -0.742 3.197 -0.47 0.06 -0.16
C -6.778 -0.497 4.601 0.13 0.08 0.21
C -5.593 0.392 4.913 0.14 0.03 -0.11
C -5.126 -2.438 3.299 -0.43 -0.38 0.21
H -6.746 -1.433 5.160 0.10 -0.01 -0.04
H -7.700 0.008 4.889 -0.05 -0.01 -0.16
H -4.654 -0.083 4.631 -0.01 -0.06 0.09
H -5.558 0.619 5.979 -0.01 -0.03 0.00
H -5.664 1.326 4.354 -0.07 0.01 0.03
H -4.198 -1.903 3.101 -0.01 0.03 0.04
H -5.041 -3.450 2.909 0.09 0.10 -0.22
H -5.284 -2.528 4.369 0.17 0.22 -0.17
O -3.847 0.544 -3.511 -0.07 0.32 -0.23
C -4.780 0.084 -4.102 -0.41 0.05 0.24
O -4.810 0.161 -5.450 0.35 -0.03 -0.15
C -5.750 -0.549 -6.254 -0.23 -0.01 -0.08
C -7.034 0.235 -6.437 -0.05 0.09 0.13
C -5.969 -0.497 -3.371 0.17 -0.49 0.00
H -5.930 -1.548 -5.856 -0.02 0.04 0.07
H -5.264 -0.683 -7.220 0.13 0.06 0.06
H -7.545 0.394 -5.487 -0.03 -0.08 0.00
H -7.711 -0.292 -7.110 0.01 0.00 -0.01
H -6.818 1.219 -6.855 0.04 -0.04 -0.06
H -6.690 0.295 -3.175 -0.02 0.00 -0.03
H -5.619 -0.899 -2.423 0.03 0.19 0.06
H -6.454 -1.315 -3.901 -0.13 0.14 -0.07
O -4.419 -2.856 6.195 -0.09 0.03 0.27
C -4.145 -2.565 7.327 0.43 -0.01 0.07
O -4.803 -1.551 7.918 -0.39 0.00 -0.11
C -4.717 -1.265 9.317 0.16 0.14 0.22
C -3.551 -0.350 9.630 0.13 -0.03 -0.11
C -3.016 -3.241 8.066 -0.26 -0.36 0.22
H -4.691 -2.185 9.902 0.06 -0.03 -0.06
H -5.651 -0.765 9.569 -0.05 -0.03 -0.15
H -2.598 -0.817 9.383 -0.01 -0.04 0.07
H -3.544 -0.090 10.689 -0.02 0.00 0.00
H -3.622 0.566 9.043 -0.07 0.01 0.04
H -2.090 -2.703 7.872 -0.01 0.03 0.03
H -2.922 -4.255 7.686 0.07 0.08 -0.18
H -3.179 -3.319 9.139 0.10 0.18 0.02
O 7.151 0.320 1.823 0.01 0.23 0.03
C 6.823 0.107 2.953 0.33 -0.01 0.19
O 5.682 0.658 3.423 -0.27 0.04 -0.22
C 5.087 0.289 4.664 0.01 0.02 0.21
C 5.649 1.096 5.817 0.15 0.03 0.00
C 7.698 -0.685 3.896 -0.19 -0.46 -0.04
H 5.169 -0.786 4.832 0.07 0.01 0.00
H 4.025 0.503 4.552 0.02 0.03 -0.14
H 6.714 0.910 5.954 -0.02 -0.07 0.04
H 5.133 0.847 6.745 -0.01 0.00 -0.01
H 5.530 2.162 5.624 -0.08 -0.01 -0.01
H 8.390 -0.008 4.395 -0.03 0.01 0.03
H 8.265 -1.401 3.306 0.08 0.15 -0.09
H 7.142 -1.256 4.637 0.03 0.16 0.12
```
Forces are in eV/Å.

The HOMO energy comes out at -3.97 eV. The calculation puts the orbital gap at 5.353 eV. The calculation puts the strongest force on any atom at 2.83 eV/Å. For the LUMO energy, the calculation gives 0.051 Ha. Its multiplicity is 1. Its net charge is -1. The energy comes out at -2589.9290 hartree.